{"formula": "C26H33InN8O8P3", "method": "the ωB97M-V functional and the def2-TZVPD basis", "symbols": ["In", "O", "C", "N", "C", "C", "C", "C", "C", "C", "N", "C", "O", "C", "C", "C", "C", "C", "N", "C", "C", "C", "C", "C", "N", "H", "H", "H", "H", "H", "H", "H", "H", "H", "H", "H", "H", "N", "C", "C", "P", "O", "O", "O", "P", "O", "O", "O", "H", "H", "H", "H", "H", "H", "H", "H", "C", "N", "C", "N", "C", "N", "C", "P", "C", "C", "H", "H", "H", "H", "H", "H", "H", "H", "H", "H", "H", "H", "H"], "coordinates": [[-0.65725, 0.39272, 0.63333], [-1.48493, 4.26008, -0.90463], [-0.94456, 3.22539, -0.54672], [-1.42268, 1.96510, -0.61535], [-2.60466, 1.67732, -1.33118], [-3.08388, 2.46567, -2.37600], [-4.18395, 2.05688, -3.11639], [-4.81991, 0.86595, -2.81223], [-4.35605, 0.06715, -1.77459], [-3.24091, 0.45639, -1.02860], [-2.61439, -0.32506, -0.02511], [-3.14728, -1.48323, 0.39040], [-4.17589, -2.03845, 0.01829], [-2.31865, -2.22109, 1.42511], [-2.87692, -3.32808, 2.04472], [-2.09681, -4.06938, 2.91053], [-0.77365, -3.69746, 3.09526], [-0.29881, -2.57545, 2.44641], [-1.06021, -1.82219, 1.64065], [0.46586, 3.32291, -0.01211], [0.99118, 4.56906, 0.29350], [2.32287, 4.65076, 0.64877], [3.08612, 3.49037, 0.64824], [2.47216, 2.29003, 0.34710], [1.17230, 2.19394, 0.04789], [-2.60223, 3.40641, -2.58847], [-4.54882, 2.68845, -3.91582], [-5.69252, 0.55077, -3.36939], [-4.85437, -0.85595, -1.53396], [-3.90015, -3.58100, 1.81132], [-2.50553, -4.93392, 3.41723], [-0.10603, -4.26518, 3.72793], [0.73358, -2.28946, 2.56450], [0.34717, 5.43281, 0.22240], [2.76734, 5.60440, 0.90157], [4.14244, 3.50544, 0.87968], [3.03734, 1.37079, 0.34172], [2.12844, -0.28900, 5.10373], [1.92231, 0.55966, 3.84621], [2.80042, 1.80860, 3.99933], [0.13800, 1.10965, 3.88791], [-0.50621, -0.27373, 4.45913], [0.01241, 2.20694, 4.85593], [-0.36045, 1.30663, 2.47513], [2.52610, -0.55543, 2.44627], [3.91460, 0.09690, 1.95349], [2.82651, -1.84420, 3.15040], [1.58868, -0.49454, 1.27624], [2.65160, 0.22713, 5.80935], [2.64120, -1.14020, 4.77626], [1.22182, -0.56482, 5.49095], [2.46276, 2.39832, 4.85079], [2.71619, 2.43125, 3.11060], [3.84995, 1.53213, 4.11021], [-1.30951, -0.10363, 4.96784], [4.66168, -0.37379, 2.34218], [0.06539, -2.70264, -4.14917], [-0.63440, -1.33887, -4.08859], [0.34941, -0.26388, -4.59091], [1.56524, -0.30431, -3.85805], [2.16710, -1.63318, -3.94022], [1.28456, -2.68267, -3.42076], [1.09483, -2.59882, -1.96669], [0.30441, -0.99865, -1.49976], [-1.10251, -1.03795, -2.69377], [1.39780, 0.13682, -2.46380], [0.24948, -2.89753, -5.20583], [-0.63785, -3.43159, -3.74896], [-1.44353, -1.35248, -4.71144], [-0.16129, 0.69223, -4.48354], [0.51601, -0.49077, -5.64393], [3.09684, -1.63993, -3.37497], [2.38994, -1.85733, -4.98428], [2.05954, -2.67757, -1.46498], [0.48120, -3.43332, -1.62350], [-1.61513, -0.07397, -2.69610], [-1.83322, -1.79635, -2.40654], [2.37212, 0.17806, -1.97428], [0.98023, 1.14394, -2.42785]], "orbital_gap_ha": 0.264, "spin_multiplicity": 1, "charge": 1, "homo_energy_ha": -0.357}